No. 1
The following is a quantum chemistry calculation of one molecule with the formula C4H7IN2 in a non-equilibrium geometry, from the OMol25 dataset.

Geometry (Å):
C -0.5759 1.5315 0.0107
C 1.6050 -1.2720 -0.4691
H -2.4388 0.7948 -0.2868
H 1.3304 1.4091 -1.0787
H 1.3416 -2.3905 -0.6606
N -1.2906 -0.7677 0.3533
H -1.9910 1.1310 1.4786
H -0.8459 2.5491 -0.1139
C 0.4582 0.9208 -0.5974
H 2.1294 -1.3125 0.5243
H 2.3741 -1.0734 -1.1838
I -0.9161 -1.7535 2.1793
N 0.5287 -0.3977 -0.6737
C -1.7091 0.6312 0.5180

Cartesian forces (eV/Å) of the 2 atoms listed first:
C 0.196 -0.726 -0.808
C 0.452 -2.713 1.202

Properties
ΔE to the lowest compared entry with this formula, charge and spin ... 113.6 kcal per mole
Lowest unoccupied orbital energy (spin up / spin down) ... -0.81 / -0.79 eV
E_tot ... -15337.1999 eV

***

No. 2
The following is a quantum chemistry calculation of C16H34Br4Cl3FLiNO8Si as an isolated structure in a non-equilibrium geometry, from the OMol25 dataset.

Geometry (Å):
C -6.9278 2.4941 -8.4091
C 4.9067 -3.3428 2.1553
H 7.3665 -2.5006 1.1570
O 3.9518 -3.0587 2.8241
F -5.2280 2.7374 -4.5809
C -2.3871 -1.7995 -0.0378
H -0.0044 -3.4091 5.1090
Cl -5.7813 -2.8768 2.4101
C 3.0025 0.1354 4.3324
H 1.7170 1.1880 2.0334
H -8.6120 3.7202 -7.8021
Li 3.1545 -5.1383 4.8882
H -5.5238 1.9718 -2.9515
H 6.0308 2.8704 5.9196
O 3.7578 0.3518 5.2340
H -2.6571 -2.6899 0.5271
H 1.4566 -4.1730 4.7076
H -3.2810 -1.3680 -0.4752
H 3.9952 0.8288 2.5470
H 6.7081 -3.0905 -0.3785
C 6.5987 -3.1266 0.7012
Br -1.1586 -0.6444 -2.3158
O 5.4352 2.1318 -0.2672
Br 7.4684 4.4958 4.7426
H 7.5661 -4.8800 1.5629
Cl -6.0503 -2.0924 -0.3774
C 1.0472 -0.4384 3.2678
H 0.0490 -0.0184 3.2403
H 1.2307 -2.4855 4.5848
H -8.0385 2.6083 -6.5555
C -6.8983 4.3380 -6.7774
C 3.3309 0.0275 2.8643
H -1.6126 -2.9761 -1.6538
H 5.5524 2.9962 4.2170
H 6.1590 -5.2550 0.5515
H -7.5528 -1.7397 1.3758
H -5.9292 2.7657 -10.3086
H 1.8781 -0.3794 1.2512
H -7.3135 3.8380 -10.0717
C 1.9579 0.1388 2.2039
C 6.3921 2.8810 4.8941
O 5.3087 -2.6371 1.1006
H -7.5534 1.6850 -8.7944
C -6.4759 -1.6945 1.2866
H 0.9733 -1.5273 3.1841
C 7.2054 1.6479 4.6118
H -5.7867 4.1499 -9.2334
Si -4.0497 2.3890 -1.4444
Br 7.5218 1.4214 2.7018
C -7.7206 3.2735 -7.3578
O 0.7811 -3.3677 4.5185
H 6.6606 0.7580 4.9198
O -5.4053 1.6078 -2.0361
C -6.4647 3.3656 -9.5713
C -1.3268 -2.1104 -1.0596
H -4.2836 3.8410 -1.5009
H 8.1780 1.6617 5.0924
H -0.3470 -2.2805 -0.6231
H 6.2311 2.2189 0.2745
O 1.6729 -0.1086 4.5294
N -6.2420 5.1294 -6.3003
Br -1.7439 -0.5267 1.2907
H -6.0593 2.0320 -7.9377
Cl -5.9568 -0.0633 1.6962
H 3.7917 -0.9392 2.6877
H -3.9047 1.9918 -0.0244
H -2.9056 1.9647 -2.2649
C 6.5849 -4.5342 1.2507
O 5.7005 -4.4083 2.3814

Cartesian forces (eV/Å) of the 2 atoms listed first:
C 0.092 -0.048 -0.231
C 0.374 0.137 -0.431

Properties
ΔE to the lowest compared entry with this formula, charge and spin ... 0.0 kcal per mole
Lowest unoccupied orbital energy ... -5.64 eV
E_tot ... -363539.8006 eV

***

No. 3
The following is a quantum chemistry calculation of C19H28MgO as an isolated structure, from the OMol25 dataset.

Geometry (Å):
H 4.6602 1.0365 1.9898
H -0.5026 -2.7627 -2.3219
H -5.0082 0.1296 -2.4055
C 1.9421 0.8508 1.2762
H -4.0633 2.3249 0.4984
H 2.4051 0.3278 -1.4222
H 1.5356 -2.0991 -0.7043
C -0.2738 0.3364 2.1125
H 5.1505 -2.5087 0.9956
H 0.9086 1.1770 -3.4775
H -2.5523 1.9954 -2.9070
H -4.5943 0.6411 0.6217
H -2.3063 0.7846 1.6483
C 0.0675 -1.8478 -2.3641
C -4.4518 1.4758 -0.0692
H 0.3475 2.2745 1.4148
H 3.4726 -2.9024 0.6215
C 1.1337 -1.4924 -1.5013
C -1.6527 0.7712 2.5198
C 1.5917 -0.2151 -1.8785
H 4.0029 -0.5149 0.1462
C -4.0353 -0.0990 -1.9624
C -3.2523 2.2707 -2.1117
H -0.9040 -0.7267 -4.0263
C -3.4667 1.0818 -1.1719
C 1.4614 -1.3592 2.0066
H -2.8290 3.1107 -1.5568
O -2.2486 0.7202 -0.5819
H -2.0689 0.0927 3.2650
C 0.1581 -0.9728 2.2994
C 4.7936 -0.0422 2.0803
H 1.7499 -2.3875 2.1856
C 0.8087 0.2292 -2.9722
C 3.8241 -0.8191 1.1845
H 2.6322 1.5838 0.8712
H -4.1500 -0.9624 -1.3033
H 3.9810 -2.6789 2.3005
Mg -0.6143 0.0114 -1.1573
H -3.3525 -0.3731 -2.7729
C -0.1356 -0.7807 -3.2710
H -0.5305 -1.6998 2.7163
C 0.6428 1.2413 1.5647
C 4.1154 -2.3126 1.2791
H 4.6341 -0.3095 3.1282
C 2.3856 -0.4521 1.5045
H -5.4265 1.7545 -0.4795
H -1.6307 1.7752 2.9465
H 5.8288 -0.2772 1.8244
H -4.1833 2.5986 -2.5827

Cartesian forces (eV/Å) of the 2 atoms listed first:
H -0.014 -0.025 -0.007
H 0.018 -0.044 -0.039

Properties
ΔE to the lowest compared entry with this formula, charge and spin ... 4.3 kcal per mole
Lowest unoccupied orbital energy ... 0.65 eV
E_tot ... -27651.4351 eV

***

No. 4
The following is a quantum chemistry calculation of C18H37OP3RhSe as an isolated structure in a non-equilibrium geometry, from the OMol25 dataset.

Geometry (Å):
H 1.4867 1.1155 -7.1230
C -1.1805 1.3805 3.7730
H 0.1266 -3.2877 0.5645
Rh -0.1878 -0.8115 0.7898
H -3.2296 -0.0775 3.1763
C 0.9705 1.8612 -5.1611
H -3.1967 -0.6808 -1.4781
H -0.6412 2.9160 1.0446
C 0.2288 0.1851 -3.5594
P 0.1281 1.1176 2.4854
C 0.2436 2.7446 1.6696
C 0.4874 1.5319 -3.8807
H -3.3167 -2.1325 -0.4569
H 3.9164 0.4683 -0.2093
H 0.0981 -1.8583 -4.2978
H 1.2165 2.8860 -5.3881
H 3.8031 -1.8520 -0.8645
C 2.9104 0.6807 0.1816
Se 0.2561 2.9289 -2.5763
C 3.0687 -1.5386 2.1104
C 0.3566 -0.8162 -4.5386
C 1.1278 0.8700 -6.1259
H 1.1378 2.7746 1.0381
C -3.4647 -1.0547 -0.4799
H -1.2021 -1.5264 -1.6174
H -2.3896 1.8704 -0.3664
C -0.4052 -1.9227 -0.9948
H -4.0293 1.5821 0.2499
C -3.5018 -0.6897 2.3117
H 3.9514 -2.0841 1.7401
H 1.4644 1.9029 4.3636
H -1.7048 -2.9979 0.4397
H -2.7571 2.1546 1.3457
C -0.2627 -1.7220 2.4335
P 2.1497 -0.9190 0.6542
H 2.4233 -2.2235 2.6791
H 0.4034 -2.3545 -1.5624
C -2.9589 1.5030 0.4891
C -0.6949 -2.6419 0.2111
C 2.7220 -2.0128 -0.6976
C 0.8116 -0.4619 -5.8225
H 1.6794 0.1409 4.1137
H -1.3547 0.4348 4.3223
H 2.5353 1.3163 3.0534
H -4.5335 -0.8419 -0.3040
H 2.9931 1.3522 1.0465
O -0.3360 -2.3209 3.4335
H 0.3114 3.5303 2.4324
H 3.3814 -0.7099 2.7565
H -2.1170 1.7391 3.3367
H 0.9238 -1.2110 -6.6097
C 1.6066 1.1168 3.6018
H 2.5551 -3.0578 -0.4135
H 2.3094 1.1725 -0.5981
H -0.0764 -0.0566 -2.5378
P -2.5007 -0.2336 0.8425
H -3.3335 -1.7420 2.5706
H -1.2010 2.7500 -2.5829
H -0.8083 2.1339 4.4893
H 2.1725 -1.7740 -1.6137
H -4.5725 -0.5467 2.1103

Cartesian forces (eV/Å) of the 2 atoms listed first:
H -0.084 0.106 0.266
C 0.196 -0.492 -0.093

Properties
2S+1 ... 5
⟨S²⟩ ... 6.0157
Charge ... +3
Lowest unoccupied orbital energy (spin up / spin down) ... -8.87 / -12.96 eV
E_tot ... -117502.8520 eV